--- A ---
{
  "formula": "C2H9N3O",
  "method": "the ωB97M-V functional and the def2-TZVPD basis",
  "species": ["H", "N", "C", "N", "N", "C", "H", "H", "H", "H", "H", "H", "O", "H", "H"],
  "xyz": [[0.91, 0.63, 0.41], [0.72, 1.18, -0.43], [-0.52, 0.86, -0.54], [-1.34, 1.24, -1.67], [-1.15, -0.04, 0.38], [-0.66, -0.71, 1.64], [-2.07, 0.57, -1.87], [-0.74, 1.53, -2.41], [-2.11, -0.03, 0.37], [-1.57, -0.71, 2.38], [0.22, -0.22, 2.14], [-0.29, -1.81, 1.62], [2.67, -1.14, -0.41], [3.63, -0.98, -0.75], [2.31, -0.35, -0.88]],
  "mulliken_charge": [0.23, -0.85, 0.65, -0.52, -0.23, -0.80, 0.22, 0.26, 0.23, 0.27, 0.29, 0.24, -0.67, 0.33, 0.36],
  "e_homo_ha": -0.3322
}



--- B ---
{
  "formula": "C2H9N3O",
  "method": "the ωB97M-V functional and the def2-TZVPD basis",
  "species": ["N", "C", "N", "O", "H", "H", "H", "H", "C", "N", "H", "H", "H", "H", "H"],
  "xyz": [[0.85, -0.52, -1.54], [0.27, -1.22, -0.38], [-1.12, -1.27, -0.43], [0.93, -2.04, 0.24], [1.73, -0.93, -1.84], [0.24, -0.33, -2.32], [-1.51, -1.65, 0.42], [-1.60, -0.42, -0.70], [-0.44, 1.49, 1.14], [0.63, 0.66, 0.63], [-0.09, 2.28, 1.82], [-1.18, 0.88, 1.67], [-0.95, 1.99, 0.31], [1.09, 0.87, -0.39], [1.15, 0.20, 1.37]],
  "mulliken_charge": [-0.56, 0.75, -0.55, -0.65, 0.21, 0.18, 0.25, 0.22, -0.87, -0.47, 0.29, 0.31, 0.29, 0.37, 0.21],
  "e_homo_ha": -0.3187
}



Of them, the most stable is B and the least stable is A.



--- A ---
{
  "formula": "C12H22BrN4",
  "method": "the ωB97M-V functional and the def2-TZVPD basis",
  "species": ["C", "C", "N", "C", "C", "N", "C", "C", "H", "H", "H", "H", "H", "H", "H", "H", "H", "H", "H", "C", "C", "N", "C", "C", "N", "C", "C", "H", "H", "H", "H", "H", "H", "H", "H", "H", "H", "H", "Br"],
  "xyz": [[-4.86, 0.03, 1.57], [-4.20, 1.41, 1.87], [-5.07, 2.53, 1.42], [-5.38, 2.74, 0.11], [-6.20, 3.89, 0.05], [-6.32, 4.37, 1.35], [-5.59, 3.54, 2.14], [-7.14, 5.42, 1.76], [-5.50, 0.02, 0.70], [-5.47, -0.28, 2.43], [-4.11, -0.76, 1.45], [-3.31, 1.39, 1.24], [-3.90, 1.45, 2.91], [-4.97, 2.12, -0.67], [-6.55, 4.51, -0.76], [-5.55, 3.67, 3.21], [-7.49, 5.29, 2.79], [-7.92, 5.61, 1.03], [-6.57, 6.35, 1.72], [3.10, -3.58, -1.89], [3.65, -2.32, -1.17], [5.09, -2.33, -0.95], [5.79, -1.48, -0.14], [7.19, -1.64, -0.31], [7.33, -2.76, -1.14], [6.05, -3.16, -1.61], [8.56, -3.40, -1.44], [3.31, -4.55, -1.44], [3.41, -3.68, -2.93], [2.02, -3.45, -1.92], [3.19, -2.15, -0.20], [3.54, -1.43, -1.79], [5.32, -0.71, 0.44], [8.02, -1.12, 0.14], [5.87, -3.95, -2.33], [8.79, -4.05, -0.60], [9.42, -2.74, -1.54], [8.38, -4.23, -2.13], [-1.94, -0.60, -3.36]],
  "mulliken_charge": [-1.09, -0.45, 0.14, -0.43, -0.42, 0.14, -0.10, -0.82, 0.37, 0.33, 0.35, 0.34, 0.32, 0.53, 0.42, 0.36, 0.30, 0.34, 0.35, -1.35, -0.19, 0.16, -0.36, -0.33, 0.13, -0.23, -0.81, 0.39, 0.40, 0.38, 0.33, 0.33, 0.40, 0.41, 0.34, 0.40, 0.31, 0.29, -0.98],
  "charge": 1,
  "e_homo_ha": -0.2659
}



--- B ---
{
  "formula": "C12H22BrN4",
  "method": "the ωB97M-V functional and the def2-TZVPD basis",
  "species": ["C", "C", "N", "C", "C", "N", "C", "C", "H", "H", "H", "H", "H", "H", "H", "H", "H", "H", "H", "C", "C", "N", "C", "C", "N", "C", "C", "H", "H", "H", "H", "H", "H", "H", "H", "H", "H", "H", "Br"],
  "xyz": [[3.43, 15.59, 29.47], [4.72, 16.20, 28.83], [5.79, 15.20, 28.87], [6.07, 14.33, 27.86], [7.09, 13.40, 28.26], [7.43, 13.77, 29.62], [6.49, 14.74, 30.02], [8.44, 13.10, 30.40], [2.82, 14.92, 28.87], [2.74, 16.41, 29.66], [3.65, 15.30, 30.50], [5.07, 17.08, 29.37], [4.66, 16.45, 27.77], [5.56, 14.51, 26.92], [7.61, 12.63, 27.72], [6.44, 15.21, 30.99], [7.90, 12.41, 31.05], [8.95, 13.85, 31.01], [9.13, 12.54, 29.77], [14.32, 8.51, 38.52], [14.83, 9.32, 37.21], [13.82, 9.87, 36.40], [12.77, 10.71, 36.76], [12.14, 11.07, 35.51], [12.98, 10.68, 34.47], [13.89, 9.89, 35.02], [12.86, 11.03, 33.08], [13.94, 7.55, 38.17], [13.61, 9.08, 39.12], [15.15, 8.16, 39.14], [15.46, 8.67, 36.60], [15.51, 10.12, 37.50], [12.54, 10.89, 37.80], [11.37, 11.78, 35.24], [14.63, 9.51, 34.33], [13.69, 11.71, 32.89], [11.91, 11.52, 32.88], [12.92, 10.17, 32.41], [9.04, 11.06, 33.46]],
  "mulliken_charge": [-0.95, -0.50, 0.17, -0.24, -0.41, 0.20, -0.24, -0.76, 0.31, 0.38, 0.32, 0.32, 0.29, 0.37, 0.40, 0.38, 0.36, 0.30, 0.23, -1.07, -0.50, 0.20, -0.34, -0.41, 0.18, -0.18, -0.75, 0.32, 0.33, 0.37, 0.34, 0.36, 0.38, 0.40, 0.39, 0.37, 0.17, 0.31, -0.80],
  "charge": 1,
  "e_homo_ha": -0.3375
}



--- C ---
{
  "formula": "C12H22BrN4",
  "method": "the ωB97M-V functional and the def2-TZVPD basis",
  "species": ["C", "C", "N", "C", "C", "N", "C", "C", "H", "H", "H", "H", "H", "H", "H", "H", "H", "H", "H", "C", "C", "N", "C", "C", "N", "C", "C", "H", "H", "H", "H", "H", "H", "H", "H", "H", "H", "H", "Br"],
  "xyz": [[-0.88, 6.84, 0.49], [0.12, 5.87, 1.08], [-0.05, 4.52, 0.52], [-1.12, 3.67, 0.75], [-0.91, 2.60, -0.04], [0.27, 2.79, -0.70], [0.81, 3.93, -0.28], [0.92, 1.74, -1.49], [-1.91, 6.49, 0.60], [-0.71, 7.00, -0.57], [-0.84, 7.80, 1.00], [0.12, 5.83, 2.17], [1.13, 6.17, 0.80], [-1.84, 3.94, 1.51], [-1.50, 1.72, -0.21], [1.77, 4.31, -0.59], [0.36, 1.64, -2.42], [0.91, 0.78, -1.00], [1.92, 2.10, -1.74], [-1.87, -4.04, 1.87], [-1.40, -3.14, 0.76], [-0.28, -3.68, -0.01], [0.00, -3.25, -1.29], [1.16, -3.84, -1.65], [1.50, -4.72, -0.64], [0.60, -4.60, 0.34], [2.66, -5.59, -0.60], [-2.77, -3.62, 2.33], [-1.14, -4.15, 2.68], [-2.13, -5.03, 1.49], [-1.11, -2.15, 1.12], [-2.22, -2.88, 0.09], [-0.67, -2.53, -1.73], [1.85, -3.69, -2.46], [0.73, -5.06, 1.31], [2.39, -6.59, -0.96], [3.03, -5.66, 0.42], [3.44, -5.21, -1.26], [-2.36, -0.33, -1.71]],
  "mulliken_charge": [-1.06, -0.54, 0.14, -0.44, -0.38, 0.16, 0.12, -0.81, 0.34, 0.32, 0.37, 0.37, 0.27, 0.46, 0.27, 0.34, 0.34, 0.32, 0.29, -1.38, -0.17, 0.17, -0.34, -0.49, 0.14, -0.04, -0.78, 0.38, 0.37, 0.38, 0.26, 0.36, 0.34, 0.41, 0.33, 0.32, 0.31, 0.31, -0.76],
  "charge": 1,
  "e_homo_ha": -0.3578
}



Of them, the most stable is C and the least stable is A.



--- A ---
{
  "formula": "C5H10N",
  "method": "the ωB97M-V functional and the def2-TZVPD basis",
  "species": ["C", "C", "C", "C", "C", "N", "H", "H", "H", "H", "H", "H", "H", "H", "H", "H"],
  "xyz": [[-0.79, 1.48, 0.14], [0.19, 0.24, -0.14], [-0.15, -0.62, -1.15], [0.90, -1.23, -2.05], [-0.54, 0.24, 2.32], [-0.96, 0.34, 0.91], [-0.34, 2.46, 0.49], [-1.46, 1.71, -0.70], [1.25, 0.57, 0.25], [-1.18, -1.01, -1.30], [0.81, -2.31, -2.13], [1.87, -0.98, -1.80], [0.70, -0.70, -2.87], [-1.45, 0.09, 2.76], [0.05, -0.74, 2.36], [-0.02, 1.15, 2.69]],
  "mulliken_charge": [-0.36, 0.09, -0.01, -1.28, -0.84, -0.13, 0.29, 0.27, 0.36, 0.42, 0.37, 0.41, 0.40, 0.36, 0.33, 0.32],
  "charge": 1,
  "e_homo_ha": -0.5404
}



--- B ---
{
  "formula": "C5H10N",
  "method": "the ωB97M-V functional and the def2-TZVPD basis",
  "species": ["C", "C", "C", "C", "C", "N", "H", "H", "H", "H", "H", "H", "H", "H", "H", "H"],
  "xyz": [[1.33, -0.79, 1.26], [1.70, 0.14, 0.58], [-1.85, 0.43, -0.13], [-1.36, -0.69, -1.08], [2.21, 1.28, -0.09], [-1.37, -0.94, 0.35], [1.33, -1.72, 1.78], [-0.27, -0.65, -1.62], [-1.27, 1.37, 0.04], [-2.93, 0.63, -0.29], [-2.10, -1.27, -1.68], [2.06, 2.12, 0.50], [3.17, 0.94, -0.30], [1.72, 1.63, -1.05], [-0.35, -0.89, 0.94], [-2.01, -1.61, 0.80]],
  "mulliken_charge": [-0.27, -0.02, -0.31, -0.25, -1.09, -0.11, 0.52, 0.21, 0.24, 0.29, 0.30, 0.36, 0.32, 0.32, 0.14, 0.35],
  "charge": 1,
  "e_homo_ha": -0.5330
}



Of them, the most stable is A and the least stable is B.



--- A ---
{
  "formula": "C5H10N",
  "method": "the ωB97M-V functional and the def2-TZVPD basis",
  "species": ["C", "C", "C", "N", "C", "C", "H", "H", "H", "H", "H", "H", "H", "H", "H", "H"],
  "xyz": [[1.58, -0.81, -0.14], [0.73, 0.41, 0.07], [-0.15, 0.99, 1.08], [-0.73, 0.36, -0.02], [-1.46, -0.83, 0.11], [0.03, 1.06, -1.03], [1.54, -1.23, -1.14], [1.41, -1.68, 0.45], [2.68, -0.42, 0.02], [-0.02, 0.69, 2.11], [-0.30, 2.10, 0.98], [-1.34, -1.68, -0.43], [-1.35, -1.11, 1.18], [-2.59, -0.63, -0.09], [-0.19, 2.11, -1.08], [0.18, 0.66, -2.06]],
  "mulliken_charge": [-1.26, 0.78, -0.48, 0.13, -0.86, -0.47, 0.39, 0.39, 0.30, 0.32, 0.23, 0.38, 0.33, 0.32, 0.25, 0.26],
  "charge": 1,
  "e_homo_ha": -0.5808
}



--- B ---
{
  "formula": "C5H10N",
  "method": "the ωB97M-V functional and the def2-TZVPD basis",
  "species": ["C", "C", "C", "N", "C", "C", "H", "H", "H", "H", "H", "H", "H", "H", "H", "H"],
  "xyz": [[-1.83, 1.63, -1.45], [-1.73, 0.40, -0.67], [-0.53, -0.15, -0.10], [0.64, -0.58, 0.57], [1.15, -0.23, 1.83], [1.48, -1.47, -0.26], [-2.44, 2.51, -0.95], [-2.09, 1.48, -2.49], [-0.92, 2.05, -1.65], [-2.78, -0.07, -0.46], [0.33, 0.08, 2.45], [1.70, -0.96, 2.24], [1.84, 0.59, 1.94], [2.48, -1.45, 0.39], [1.04, -2.53, -0.09], [1.67, -1.31, -1.30]],
  "mulliken_charge": [-1.11, -0.09, 0.31, 0.05, -0.87, -0.82, 0.30, 0.35, 0.39, 0.32, 0.35, 0.41, 0.39, 0.29, 0.35, 0.36],
  "charge": 1,
  "e_homo_ha": -0.5496
}



--- C ---
{
  "formula": "C5H10N",
  "method": "the ωB97M-V functional and the def2-TZVPD basis",
  "species": ["C", "C", "C", "C", "C", "N", "H", "H", "H", "H", "H", "H", "H", "H", "H", "H"],
  "xyz": [[0.38, -0.41, 0.83], [-0.96, -0.65, 0.23], [0.06, -0.20, -0.66], [0.62, 0.79, 1.71], [0.44, 0.72, -1.75], [-0.50, -1.57, -0.83], [0.97, -1.29, 1.09], [-2.96, -0.71, 0.60], [1.51, 0.64, 2.31], [-0.23, 0.95, 2.38], [0.75, 1.69, 1.12], [-0.35, 0.79, -2.50], [1.36, 0.38, -2.23], [0.61, 1.71, -1.34], [0.07, -2.39, -0.60], [-1.13, -1.74, -1.62]],
  "mulliken_charge": [0.34, -0.53, 0.59, -1.35, -1.20, -0.16, 0.32, 0.36, 0.35, 0.32, 0.37, 0.36, 0.33, 0.31, 0.27, 0.30],
  "charge": 1,
  "e_homo_ha": [-0.5487, -0.5436]
}



Of them, the most stable is A and the least stable is C.